Entry 1:
{
  "formula": "C13H12ClN3O3",
  "method": "ωB97M-V with the def2-TZVPD basis set",
  "elements": ["C", "N", "N", "C", "C", "C", "C", "O", "N", "H", "C", "C", "C", "C", "C", "C", "C", "H", "O", "C", "O", "H", "H", "H", "H", "H", "H", "Cl", "H", "H", "H", "H"],
  "positions_angstrom": [[1.528, 4.564, 1.113], [2.105, 3.218, 1.181], [3.467, 3.076, 1.485], [3.707, 1.948, 1.648], [2.508, 1.315, 1.305], [1.528, 2.200, 1.245], [0.056, 2.040, 0.964], [-0.395, 2.816, 0.126], [-0.260, 0.780, 1.101], [0.215, 0.031, 1.526], [-1.470, 0.220, 0.797], [-1.358, -0.797, -0.298], [-0.952, -0.525, -1.600], [-0.616, -1.732, -2.341], [-1.151, -2.842, -2.188], [-1.917, -3.049, -0.744], [-2.218, -2.040, 0.047], [-2.639, -2.232, 1.042], [-2.245, -4.533, -0.898], [-1.854, -5.028, -1.895], [-1.112, -3.991, -2.862], [-2.656, -5.366, -2.385], [-1.122, -5.920, -1.714], [-0.125, -1.509, -3.116], [-0.217, 0.292, -1.850], [-2.260, -0.088, 1.550], [-2.270, 1.264, 0.208], [2.634, -0.633, 1.537], [4.709, 1.704, 2.068], [2.313, 5.319, 0.936], [1.118, 4.844, 1.915], [0.950, 4.655, 0.097]],
  "orbital_gap_ev": 8.403
}


Entry 2:
{
  "formula": "C13H12ClNO2S2",
  "method": "ωB97M-V with the def2-TZVPD basis set",
  "elements": ["C", "C", "C", "O", "C", "S", "N", "C", "O", "C", "S", "C", "C", "C", "C", "C", "C", "C", "Cl", "H", "H", "H", "H", "H", "H", "H", "H", "H", "H", "H", "H"],
  "positions_angstrom": [[4.165, -0.360, 2.615], [3.310, -1.194, 3.561], [2.603, -2.325, 2.816], [1.720, -1.807, 1.828], [0.509, -1.452, 2.180], [-0.199, -1.682, 3.642], [-0.230, -0.856, 1.185], [0.232, -0.390, -0.041], [1.388, -0.442, -0.379], [-0.827, 0.185, -0.880], [-2.508, 0.224, -0.386], [-2.976, 0.995, -1.871], [-4.256, 1.376, -2.246], [-4.422, 1.978, -3.476], [-3.334, 2.198, -4.323], [-2.063, 1.821, -3.954], [-1.870, 1.210, -2.712], [-0.657, 0.738, -2.123], [0.842, 0.868, -2.917], [4.980, -0.958, 2.213], [4.588, 0.494, 3.138], [3.565, 0.001, 1.783], [2.555, -0.565, 4.037], [3.926, -1.634, 4.346], [3.322, -2.928, 2.258], [2.041, -2.956, 3.513], [-1.195, -0.682, 1.442], [-5.092, 1.203, -1.587], [-5.409, 2.282, -3.789], [-3.496, 2.671, -5.279], [-1.213, 1.985, -4.597]],
  "orbital_gap_ev": 8.308
}


Entry 3:
{
  "formula": "C13H12CuNO2S2",
  "method": "ωB97M-V with the def2-TZVPD basis set",
  "elements": ["Cu", "S", "C", "C", "C", "C", "C", "C", "S", "H", "H", "H", "H", "C", "O", "C", "O", "H", "H", "H", "C", "C", "C", "N", "C", "C", "H", "H", "H", "H", "H"],
  "positions_angstrom": [[0.929, 0.430, 0.561], [1.078, 2.647, 1.187], [1.917, 2.327, 2.680], [1.914, 3.340, 3.659], [2.572, 3.203, 4.863], [3.260, 2.022, 5.137], [3.269, 1.009, 4.201], [2.614, 1.125, 2.960], [2.720, -0.232, 1.869], [1.368, 4.249, 3.438], [2.547, 4.007, 5.590], [3.778, 1.891, 6.081], [3.791, 0.083, 4.408], [-2.387, -0.734, 2.701], [-1.098, -0.249, 2.337], [-0.808, -0.282, 1.003], [-1.634, -0.719, 0.223], [-2.433, -0.672, 3.786], [-2.515, -1.769, 2.378], [-3.177, -0.134, 2.249], [2.670, 0.569, -4.109], [1.331, 0.838, -3.876], [0.837, 0.704, -2.589], [1.595, 0.327, -1.563], [2.885, 0.072, -1.785], [3.461, 0.176, -3.039], [3.090, 0.664, -5.102], [0.678, 1.150, -4.680], [-0.204, 0.899, -2.356], [3.458, -0.203, -0.907], [4.513, -0.038, -3.171]],
  "multiplicity": 2,
  "orbital_gap_ev": [6.037, 6.218],
  "e_above_lowest_kj_mol": 38.0,
  "s_squared": 0.7583,
  "total_charge": -1
}


Entry 4:
{
  "formula": "C13H12N2",
  "method": "ωB97M-V with the def2-TZVPD basis set",
  "elements": ["N", "N", "C", "C", "C", "C", "C", "C", "C", "C", "C", "C", "C", "C", "C", "H", "H", "H", "H", "H", "H", "H", "H", "H", "H", "H", "H"],
  "positions_angstrom": [[-0.639, -1.447, -2.723], [-1.243, -0.586, -1.822], [-0.648, -0.286, -0.627], [0.696, -0.791, -0.304], [1.748, 0.123, -0.313], [3.080, -0.350, -0.149], [3.277, -1.710, -0.145], [2.231, -2.626, -0.146], [0.845, -2.170, -0.210], [-1.258, 0.747, 0.285], [-0.978, 0.695, 1.709], [-1.631, 1.600, 2.507], [-2.465, 2.535, 1.909], [-2.699, 2.556, 0.536], [-2.028, 1.705, -0.213], [0.219, -1.907, -2.478], [-0.860, -1.366, -3.690], [1.628, 1.226, -0.387], [3.926, 0.295, -0.042], [4.302, -2.116, -0.260], [2.288, -3.662, -0.136], [0.027, -2.966, -0.402], [-0.243, 0.107, 2.237], [-1.387, 1.822, 3.573], [-2.830, 3.346, 2.447], [-3.202, 3.384, 0.070], [-2.153, 1.842, -1.223]],
  "orbital_gap_ev": 8.650,
  "e_above_lowest_kj_mol": 51.7
}


Entry 5:
{
  "formula": "C13H12N2O3S",
  "method": "ωB97M-V with the def2-TZVPD basis set",
  "elements": ["C", "O", "C", "C", "C", "C", "N", "O", "O", "C", "C", "C", "S", "C", "C", "C", "C", "C", "N", "H", "H", "H", "H", "H", "H", "H", "H", "H", "H", "H", "H"],
  "positions_angstrom": [[-1.369, -3.605, 0.175], [-0.788, -2.202, 0.267], [-1.736, -1.288, 0.123], [-3.123, -1.550, -0.305], [-3.989, -0.333, -0.227], [-3.457, 0.883, 0.062], [-4.185, 2.352, -0.474], [-3.573, 3.284, -0.063], [-5.345, 1.843, -0.512], [-2.035, 1.163, 0.071], [-1.273, 0.049, 0.234], [0.273, 0.092, 0.619], [1.227, -0.361, -1.014], [2.777, 0.576, -0.384], [3.922, 0.553, -1.392], [4.989, 0.923, -0.848], [5.174, 1.365, 0.396], [3.950, 1.485, 1.283], [2.845, 0.994, 0.662], [-0.403, -4.261, 0.232], [-2.162, -3.907, 0.887], [-1.793, -3.627, -0.975], [-3.677, -2.378, -0.181], [-4.947, -0.162, -0.544], [-1.663, 2.182, 0.491], [0.452, 1.335, 0.981], [0.449, -0.511, 1.254], [3.645, 0.055, -2.185], [5.828, 0.960, -1.690], [5.949, 2.046, 0.844], [4.038, 2.046, 2.213]],
  "orbital_gap_ev": 7.723,
  "e_above_lowest_kj_mol": 1396.3
}


Entry 6:
{
  "formula": "C13H12N7NiO3S5",
  "method": "ωB97M-V with the def2-TZVPD basis set",
  "elements": ["Ni", "S", "C", "S", "S", "C", "C", "N", "N", "C", "S", "N", "N", "H", "H", "H", "H", "H", "H", "O", "S", "O", "O", "C", "N", "C", "C", "C", "N", "C", "C", "C", "N", "C", "C", "H", "H", "H", "H", "H", "H"],
  "positions_angstrom": [[0.089, -0.187, 0.075], [-3.909, 0.507, -1.686], [-2.462, 0.212, -0.994], [-1.773, -1.376, -0.712], [-1.358, 1.470, -0.430], [4.282, -2.111, -2.281], [3.737, -2.307, -0.921], [4.365, -2.791, 0.105], [3.449, -2.764, 1.121], [2.265, -2.260, 0.768], [0.845, -2.002, 1.645], [2.444, -1.981, -0.547], [1.421, -1.367, -1.279], [5.349, -2.326, -2.295], [4.192, -1.069, -2.594], [3.763, -2.744, -3.003], [3.698, -3.085, 2.040], [0.720, -2.056, -1.554], [1.826, -0.949, -2.110], [6.997, -1.001, -3.227], [8.262, -0.838, -2.525], [8.947, -2.080, -2.237], [9.089, 0.246, -3.009], [7.761, -0.255, -0.875], [8.674, -0.286, 0.103], [8.268, 0.091, 1.301], [6.964, 0.488, 1.575], [6.110, 0.516, 0.489], [6.510, 0.161, -0.729], [4.659, 0.852, 0.579], [3.977, 1.209, -0.583], [2.602, 1.283, -0.546], [1.883, 0.998, 0.546], [2.542, 0.793, 1.685], [3.926, 0.731, 1.751], [9.012, 0.073, 2.093], [6.663, 0.777, 2.572], [4.529, 1.366, -1.499], [2.025, 1.532, -1.431], [1.936, 0.603, 2.561], [4.397, 0.495, 2.695]],
  "multiplicity": 3,
  "orbital_gap_ev": [6.135, 6.519],
  "e_above_lowest_kj_mol": 0.0,
  "s_squared": 2.0094,
  "total_charge": -1
}


Entry 7:
{
  "formula": "C13H12O4",
  "method": "ωB97M-V with the def2-TZVPD basis set",
  "elements": ["C", "C", "C", "C", "O", "O", "C", "C", "C", "C", "C", "C", "O", "C", "C", "C", "O", "H", "H", "H", "H", "H", "H", "H", "H", "H", "H", "H", "H"],
  "positions_angstrom": [[-2.167, 0.966, -2.521], [-1.354, 0.650, -1.331], [-1.253, 1.491, -0.235], [-0.405, 1.110, 0.933], [-1.285, 0.445, 1.811], [0.020, 2.313, 1.632], [1.107, 2.145, 2.462], [1.325, 3.203, 3.518], [1.970, 1.056, 2.362], [1.808, 0.034, 1.330], [2.676, -1.002, 1.047], [2.430, -1.881, -0.020], [3.385, -2.820, -0.352], [1.297, -1.721, -0.818], [0.382, -0.751, -0.497], [0.656, 0.140, 0.566], [-0.681, -0.563, -1.361], [-2.818, 1.822, -2.271], [-2.830, 0.115, -2.776], [-1.524, 1.188, -3.405], [-1.737, 2.462, -0.158], [-0.779, -0.011, 2.518], [1.458, 4.166, 3.013], [2.283, 3.039, 4.015], [0.522, 3.203, 4.217], [2.791, 0.965, 3.077], [3.611, -1.098, 1.566], [3.376, -2.932, -1.322], [1.083, -2.391, -1.655]],
  "orbital_gap_ev": 8.728,
  "e_above_lowest_kj_mol": 146.0
}


Entry 8:
{
  "formula": "C13H13BrN2O3S",
  "method": "ωB97M-V with the def2-TZVPD basis set",
  "elements": ["C", "C", "N", "S", "O", "O", "C", "C", "C", "C", "C", "Br", "C", "O", "N", "C", "C", "C", "C", "C", "H", "H", "H", "H", "H", "H", "H", "H", "H", "H", "H", "H", "H"],
  "positions_angstrom": [[0.597, 1.472, -1.113], [2.052, 1.064, -1.396], [2.479, -0.266, -0.937], [2.908, -0.483, 0.724], [3.913, 0.508, 1.101], [3.385, -1.854, 0.811], [1.357, -0.275, 1.624], [0.219, -0.979, 1.304], [-1.083, -0.754, 2.071], [-2.250, -0.819, 1.133], [-3.376, -0.078, 1.408], [-4.898, -0.054, 0.224], [-3.328, 0.814, 2.593], [-4.386, 1.374, 2.986], [-2.138, 1.198, 3.177], [-1.069, 0.488, 2.916], [0.190, 1.076, 3.331], [1.363, 0.758, 2.682], [2.707, 1.459, -2.709], [3.110, 2.140, -1.397], [0.295, 2.273, -1.801], [0.527, 1.860, -0.092], [-0.088, 0.678, -1.309], [3.258, -0.581, -1.489], [0.250, -1.633, 0.451], [-1.167, -1.570, 2.746], [-2.255, -1.452, 0.273], [0.158, 1.903, 4.032], [2.317, 1.271, 2.842], [3.439, 0.788, -3.165], [2.136, 2.062, -3.405], [4.089, 1.921, -0.963], [2.752, 3.154, -1.192]],
  "orbital_gap_ev": 8.032,
  "e_above_lowest_kj_mol": 0.0
}


Copy entry 5 word for word.
{
  "formula": "C13H12N2O3S",
  "method": "ωB97M-V with the def2-TZVPD basis set",
  "elements": ["C", "O", "C", "C", "C", "C", "N", "O", "O", "C", "C", "C", "S", "C", "C", "C", "C", "C", "N", "H", "H", "H", "H", "H", "H", "H", "H", "H", "H", "H", "H"],
  "positions_angstrom": [[-1.369, -3.605, 0.175], [-0.788, -2.202, 0.267], [-1.736, -1.288, 0.123], [-3.123, -1.550, -0.305], [-3.989, -0.333, -0.227], [-3.457, 0.883, 0.062], [-4.185, 2.352, -0.474], [-3.573, 3.284, -0.063], [-5.345, 1.843, -0.512], [-2.035, 1.163, 0.071], [-1.273, 0.049, 0.234], [0.273, 0.092, 0.619], [1.227, -0.361, -1.014], [2.777, 0.576, -0.384], [3.922, 0.553, -1.392], [4.989, 0.923, -0.848], [5.174, 1.365, 0.396], [3.950, 1.485, 1.283], [2.845, 0.994, 0.662], [-0.403, -4.261, 0.232], [-2.162, -3.907, 0.887], [-1.793, -3.627, -0.975], [-3.677, -2.378, -0.181], [-4.947, -0.162, -0.544], [-1.663, 2.182, 0.491], [0.452, 1.335, 0.981], [0.449, -0.511, 1.254], [3.645, 0.055, -2.185], [5.828, 0.960, -1.690], [5.949, 2.046, 0.844], [4.038, 2.046, 2.213]],
  "orbital_gap_ev": 7.723,
  "e_above_lowest_kj_mol": 1396.3
}


> Number 1 is which compound?

C13H12ClN3O3